{
  "formula": "C5H13NS",
  "method": "the ωB97M-V functional and the def2-TZVPD basis",
  "elements": ["C", "C", "C", "C", "C", "N", "S", "H", "H", "H", "H", "H", "H", "H", "H", "H", "H", "H", "H", "H"],
  "coordinates": [[1.3314, 1.0584, 0.2568], [3.7093, 0.3858, 0.0923], [1.9716, -1.1866, -0.7080], [-3.5943, -1.1842, 0.6516], [2.4314, 0.1120, -0.1126], [-3.6276, 1.2669, -0.4114], [-2.5507, -0.0642, -0.3287], [0.7241, 1.2917, -0.6175], [0.6732, 0.5970, 0.9922], [1.7251, 1.9849, 0.6688], [-3.7927, 1.5160, -1.3790], [4.0295, 1.3165, 0.5288], [4.4878, -0.3084, -0.1704], [1.0762, -1.0340, -1.3066], [2.7449, -1.6322, -1.3314], [1.7238, -1.8951, 0.0832], [-4.6180, -1.0581, 0.3151], [-3.5077, -0.9450, 1.7079], [-3.2507, -2.1959, 0.4635], [-3.2467, 2.0643, 0.0836]],
  "forces_ev_per_a": [[0.16, 0.07, 0.07], [0.09, 0.08, -0.02], [0.16, -0.03, -0.01], [0.34, 0.37, -0.17], [-0.18, 0.00, -0.04], [0.25, 0.09, -0.07], [-0.33, -0.16, 0.15], [-0.09, 0.02, -0.04], [-0.14, -0.01, 0.04], [-0.01, 0.06, 0.05], [-0.04, 0.03, 0.09], [0.00, 0.22, 0.13], [0.16, -0.22, -0.12], [-0.08, -0.06, -0.09], [0.00, -0.06, 0.00], [-0.10, -0.06, 0.03], [-0.06, -0.09, -0.02], [-0.07, -0.07, 0.06], [0.00, -0.16, 0.03], [-0.07, -0.01, -0.07]],
  "homo_energy_ev": -8.76,
  "molar_mass_g_mol": 119.23,
  "smiles": "C=C(C)C.CSN",
  "de_lowest_ev": 0.993,
  "e_tot_ev": -17720.2575,
  "spin_multiplicity": 1,
  "lumo_ev": 0.770
}